[1]
{"formula": "C5H7CaLiO5", "method": "wB97M-V/def2-TZVPD", "species": ["Ca", "O", "O", "O", "O", "O", "C", "C", "C", "C", "C", "Li", "H", "H", "H", "H", "H", "H", "H"], "xyz": [[-0.336599, 1.389197, -2.745428], [1.459646, -2.661212, -1.526675], [-1.013715, -0.713337, 2.052246], [0.178242, -1.378797, -0.191072], [-0.786374, 1.603758, -0.756437], [0.135055, -1.022487, -2.329051], [-0.917542, 2.717292, -0.030476], [-0.226916, -1.632672, 2.127580], [0.650887, -1.794367, -1.365758], [0.100239, 3.509686, 0.345568], [0.572668, -2.116327, 0.959583], [-1.210397, 0.164592, 0.318968], [1.644488, -1.987171, 1.174962], [-0.094951, 4.382929, 0.967645], [0.388521, -3.191559, 0.815494], [-1.942267, 2.943400, 0.294561], [1.127171, 3.349955, 0.004201], [-0.027892, -2.148182, 3.084383], [0.299737, -1.414698, -3.200295]], "forces_ev_per_angstrom": [[0.225, 0.293, -1.228], [-0.827, 0.412, 0.132], [0.108, -0.263, -0.148], [-0.720, 0.542, 0.277], [-0.308, -1.092, 0.322], [-0.720, 0.487, -0.207], [0.411, 1.400, 1.200], [0.039, 0.289, 0.201], [1.760, -1.149, -0.023], [-0.437, -0.056, -0.280], [0.337, -0.620, 0.181], [0.121, 0.084, 0.111], [-0.218, -0.021, -0.115], [0.022, -0.256, -0.249], [0.102, 0.217, -0.011], [0.283, 0.010, -0.067], [-0.343, -0.108, 0.207], [-0.115, 0.098, -0.165], [0.282, -0.267, -0.138]], "lowdin_spin": [0.63, 0.01, 0.00, 0.01, 0.08, 0.11, 0.02, 0.00, 0.02, 0.01, 0.00, 0.07, 0.00, 0.00, 0.00, 0.00, 0.00, 0.00, 0.04], "orbital_gap_ev": [4.9, 8.6], "molar_mass_g_mol": 194.12, "lumo_ev": [-3.56, -3.56], "spin_multiplicity": 2, "charge": 1, "e_tot_ev": -34174.415, "homo_ha": [-0.30915, -0.44535]}

---

[2]
{"formula": "C5H7Cl", "method": "wB97M-V/def2-TZVPD", "species": ["Cl", "C", "C", "C", "C", "C", "H", "H", "H", "H", "H", "H", "H"], "xyz": [[0.883386, -1.843297, -0.002208], [-1.699555, 0.244846, -0.016511], [2.212301, 0.422660, 0.024536], [0.814822, -0.064792, -0.024380], [-0.293847, 0.722391, 0.015505], [-2.240793, -1.027465, 0.015801], [2.747341, 0.192730, 0.885231], [2.289555, 1.539507, -0.142502], [-0.055043, 1.826604, 0.056907], [-3.304141, -1.109445, 0.046504], [-2.491316, 1.049058, -0.073025], [2.741283, 0.001464, -0.802581], [-1.603994, -1.954265, 0.016718]], "forces_ev_per_angstrom": [[-0.526, 0.743, -0.104], [-1.731, -0.681, 0.041], [-0.531, 2.545, -1.897], [-0.623, 0.378, 0.724], [0.788, -1.010, -0.277], [2.683, 1.293, -0.065], [0.687, -0.612, 1.747], [-0.349, -1.084, 0.345], [-0.591, -1.421, -0.105], [-0.478, -0.166, -0.111], [1.152, -0.738, 0.186], [0.511, -0.434, -0.588], [-0.990, 1.186, 0.102]], "lowdin_charge": [0.66, -0.18, -0.16, -0.66, -0.13, -0.01, 0.05, 0.10, 0.12, 0.03, 0.10, 0.06, 0.01], "orbital_gap_ev": 9.4, "molar_mass_g_mol": 102.56, "de_lowest_kj_mol": 101.1, "lumo_ev": 0.68, "spin_multiplicity": 1, "charge": 0, "e_tot_ev": -17819.430, "smiles": "C=C/C=C(/C)Cl", "homo_ha": -0.31906}

---

| no. | largest force on an atom (hartree/bohr) |
| --- | --- |
| 1 | 0.04087 |
| 2 | 0.06260 |